The following is a quantum chemistry calculation of a 16-piece molecular cluster, C64H154N26O16 overall in a non-equilibrium geometry, from the Open Molecules 2025 dataset.

Last column: Löwdin charge in e.
Geometry (Å):
O  -4.14527  -6.84290  -0.61476  -0.067
O  3.41796  1.90456  3.86052  -0.020
O  -3.08924  4.04187  -0.81863  -0.050
O  4.27146  3.15448  -5.59926  -0.036
O  5.38760  -3.13112  3.60383  -0.001
O  -1.38362  -1.04206  1.15565  -0.033
O  -4.09918  -2.34346  1.41646  -0.083
O  4.16641  -6.41518  0.55683  0.036
O  3.20065  -5.08099  -3.68709  -0.042
O  -0.84990  5.47926  4.26974  -0.057
O  -3.53126  0.95413  -0.23108  0.016
O  3.75196  3.85870  7.86596  0.019
O  5.96621  0.82086  0.02603  -0.030
O  0.68968  5.23726  -0.30213  -0.001
O  5.21735  4.17355  1.25603  -0.040
O  6.82558  -1.49479  -3.15273  -0.007
N  3.69040  -3.68561  -5.41591  0.193
N  6.12859  -3.56473  -2.56757  0.166
N  4.52042  -0.01822  4.34657  0.193
N  -1.14883  5.57243  1.00859  0.194
N  2.26981  -3.00293  -3.74861  0.183
N  -3.66740  0.76065  -2.39742  0.202
N  5.11565  3.35790  6.15296  0.183
N  7.38159  2.61642  0.04662  0.139
N  0.94186  6.22655  1.73726  0.173
N  3.02534  3.58407  1.49869  0.181
N  5.30075  1.49550  2.69230  0.191
N  5.04984  -1.69912  -1.60184  0.151
N  -0.68182  4.35690  5.15158  -0.064
N  3.53747  4.88427  -0.23044  0.162
N  5.00294  -6.49323  -1.56012  0.157
N  3.39106  2.25776  -6.35856  -0.068
N  -3.64194  3.81371  -2.10646  -0.101
N  3.79020  -4.72038  3.77507  0.159
N  -4.66236  -2.70573  2.74170  -0.024
N  3.56991  -4.74534  -0.80882  0.157
N  5.94812  3.40197  8.33475  0.142
N  5.74685  -5.13766  2.66736  0.157
N  -3.32262  -5.80394  -1.19838  -0.065
N  -3.91507  -1.10557  -1.05511  0.207
N  -0.04451  -0.66932  1.51980  -0.042
N  7.60755  0.89119  -1.58075  0.178
C  1.47658  4.04498  -6.30771  -0.033
C  -1.07047  -5.51296  -1.96890  -0.122
C  -2.39942  3.20094  3.75206  -0.027
C  -1.34407  3.70916  -2.88410  -0.028
C  4.39957  1.20443  3.68944  -0.629
C  2.41370  3.11480  -7.08093  -0.549
C  4.02905  4.20381  0.83357  -0.628
C  -2.95614  -4.54104  -3.28258  -0.138
C  -2.47786  5.87722  -3.02446  -0.020
C  -5.71841  -4.40658  3.98453  -0.139
C  3.32493  3.93729  -7.98009  -0.049
C  1.91620  -1.37884  2.64305  -0.143
C  -6.55656  -3.25611  4.62304  -0.172
C  6.05100  -2.20269  -2.50516  -0.614
C  -4.18091  -5.08396  2.28962  -0.022
C  1.80231  4.60070  5.10466  -0.004
C  -5.35313  5.67463  -1.69268  -0.016
C  3.05563  -3.98402  -4.28555  -0.642
C  -0.07006  2.79667  3.29507  -0.044
C  -4.33561  -6.66526  -3.28390  -0.028
C  -5.74652  -2.00670  4.69354  -0.158
C  4.85558  3.56659  7.44166  -0.651
C  2.70166  -1.13658  1.37825  -0.170
C  6.91385  1.43528  -0.49709  -0.600
C  -1.59682  -6.24366  0.34858  -0.024
C  -2.69258  4.37219  -3.10512  -0.529
C  -5.82400  3.09385  -1.33384  -0.027
C  -5.16277  -4.52663  -2.13156  -0.025
C  -6.53521  -4.14740  1.70697  -0.015
C  -5.10679  4.20904  -2.18920  -0.449
C  -3.21516  4.04327  -4.51561  -0.138
C  -1.67365  -5.32025  -3.39931  -0.155
C  -0.93704  2.02927  5.51827  -0.119
C  -1.02761  3.12345  4.37867  -0.491
C  0.45784  5.59166  6.88351  -0.053
C  -1.95360  -6.39399  -1.13666  -0.546
C  0.47581  1.92742  6.13948  -0.164
C  -4.64413  4.52757  -4.72011  -0.178
C  0.51607  4.44733  5.95366  -0.544
C  2.10508  -0.01848  0.58826  -0.158
C  4.17336  -5.94971  -0.53622  -0.652
C  0.55082  3.22012  6.88461  -0.139
C  -1.90613  -7.84105  -1.52724  -0.046
C  2.94078  1.06031  -5.61035  -0.485
C  -0.28373  -1.59905  3.65308  -0.010
C  -4.43144  -0.36572  3.31809  -0.015
C  0.46788  -1.71070  2.31396  -0.532
C  4.19693  0.24202  -5.17959  -0.017
C  -3.96974  -5.41178  -2.51438  -0.493
C  1.47672  2.24247  -7.89418  -0.178
C  2.15730  1.40649  -4.27229  -0.002
C  -5.56471  3.99790  -3.62206  -0.143
C  -0.02730  0.95132  -0.21093  -0.038
C  -6.64827  -1.23051  2.42280  -0.014
C  0.17752  5.65055  0.72357  -0.644
C  4.98325  -4.25865  3.34520  -0.716
C  0.65368  -0.27733  0.23323  -0.455
C  0.34046  -3.18979  1.75264  0.007
C  0.71714  -1.29758  -0.99098  -0.014
C  -3.74059  0.23800  -1.19601  -0.687
C  2.09547  0.21791  -6.57877  -0.122
C  0.92808  1.05403  -7.20053  -0.173
C  -5.38675  -1.55128  3.30565  -0.500
C  -5.28934  -4.03123  2.61323  -0.511
H  4.10117  3.22406  -8.33904  0.101
H  -5.78835  -5.13971  -1.45761  0.080
H  -1.25731  1.04464  4.97502  0.121
H  -0.38978  1.91991  2.75006  0.072
H  0.82202  3.44672  -5.73687  0.031
H  -0.78376  4.13314  -2.03058  0.073
H  -7.52783  -2.99414  4.10405  0.111
H  0.34871  1.50245  -6.35303  0.109
H  -5.39313  6.38693  -2.49796  0.060
H  1.38977  3.20996  7.60324  0.120
H  5.19562  -5.79896  2.10419  0.059
H  3.68183  -0.27246  4.81988  0.092
H  -1.42741  6.07928  4.78265  0.121
H  -6.80261  -5.18817  1.71813  0.080
H  -4.31206  -1.66637  -1.74393  0.051
H  0.95751  2.71339  3.55035  0.033
H  4.91728  0.93205  -4.82288  0.068
H  1.93486  3.78865  4.34523  0.050
H  -3.73892  -0.50315  4.10932  0.066
H  3.86044  3.22781  -4.70555  0.090
H  -0.01613  -5.81240  -1.97872  0.121
H  8.48154  1.29356  -1.92953  0.114
H  -2.71600  -3.69147  -2.64251  0.111
H  2.67624  4.41537  -8.80001  0.112
H  -1.07720  0.79957  -0.41671  0.055
H  2.63561  -0.22366  -7.44467  0.128
H  -3.80524  -7.55437  -2.92979  0.066
H  -7.49233  -1.94229  2.63258  0.056
H  1.41616  5.55014  7.42734  0.096
H  -4.43654  -6.35976  0.20084  0.080
H  -1.70912  4.99600  0.41234  0.065
H  6.05559  3.08747  5.90634  0.104
H  3.18314  -3.96596  4.15198  0.111
H  0.12361  -2.45449  4.20323  0.085
H  -4.60163  5.62179  -4.84652  0.110
H  2.10513  3.44008  1.15354  0.080
H  2.67807  4.65253  5.79681  0.082
H  -3.13372  -2.21219  1.47994  0.076
H  0.63448  6.10433  2.68063  0.048
H  -1.67000  2.10132  6.34103  0.117
H  -0.17695  3.58987  2.58179  0.067
H  -2.15913  6.25170  -2.05367  0.088
H  0.61422  2.82542  -8.22838  0.124
H  -0.87623  -8.14841  -1.22635  0.102
H  -6.37728  -5.28704  3.81120  0.135
H  5.51711  -0.87212  -1.08959  0.090
H  -1.82448  -6.29385  -3.85919  0.104
H  -3.27990  -4.21244  -4.22349  0.106
H  -1.88552  -0.26807  1.34601  0.057
H  -4.77286  -2.12101  5.26545  0.147
H  -2.54988  -8.47716  -0.91466  0.091
H  -4.63130  -6.06581  2.40248  0.090
H  3.93640  -2.75165  -5.65033  0.085
H  4.10262  5.31626  -0.90301  0.081
H  7.63836  3.23689  -0.72793  0.099
H  -7.04033  -0.22984  2.67841  0.087
H  1.28432  1.99647  -4.47399  0.040
H  5.66908  -4.16595  -1.91656  0.038
H  -0.00701  -0.67424  4.23629  0.091
H  -1.53688  5.80676  1.90615  0.085
H  -4.87736  -4.56133  4.61841  0.114
H  -2.54538  4.04363  3.08523  0.055
H  -6.36864  -3.76127  0.71577  0.072
H  1.49506  -0.88653  -1.69133  0.077
H  -3.22837  2.93733  -4.51112  0.116
H  -0.71319  4.04108  -3.71532  0.080
H  2.08867  4.77140  -5.71571  0.103
H  -4.15710  -6.58761  -4.34202  0.083
H  5.31068  -7.41437  -1.43507  0.077
H  -0.52236  -6.41280  0.42863  0.090
H  -4.78111  -3.60757  -1.67589  0.050
H  -1.75502  6.17885  -3.78800  0.097
H  4.40727  3.06546  5.48827  0.078
H  2.97184  -4.49573  -0.01286  0.104
H  -5.75222  2.91718  -3.72384  0.117
H  3.13642  -4.81320  -1.75195  0.067
H  0.90652  -3.86821  2.41698  0.084
H  2.77633  0.12007  -0.27824  0.122
H  4.92097  2.01387  1.93813  0.037
H  6.01095  3.91698  9.17437  0.077
H  1.08301  -2.29379  -0.66605  0.038
H  2.26608  0.95193  1.07215  0.108
H  -3.34631  -5.06111  2.95153  0.082
H  -1.33468  -1.76158  3.46455  0.067
H  2.02073  -2.18911  -4.36378  0.106
H  3.74894  -0.92759  1.64249  0.113
H  2.10973  1.89867  -8.77157  0.142
H  0.25346  0.41388  -7.77036  0.114
H  -3.68496  1.75127  -2.43409  0.049
H  6.66344  3.09621  0.66547  0.075
H  2.82732  1.94844  -3.57290  0.093
H  5.89277  0.74458  2.42935  0.079
H  -4.57683  6.03964  -1.01281  0.079
H  4.62738  -0.26718  -6.04385  0.086
H  3.45754  -5.62419  3.46715  0.103
H  0.36435  1.57837  -1.04789  0.108
H  0.97352  4.68134  -7.02733  0.086
H  5.21737  -0.66535  4.07226  0.065
H  -0.34609  5.62029  7.65041  0.099
H  -1.49060  2.67033  -2.77157  0.061
H  -0.98503  -4.56202  -1.46972  0.100
H  -7.43632  -3.65255  2.08822  0.065
H  -0.19222  1.60486  0.66668  0.082
H  -6.94111  3.22417  -1.28299  0.104
H  4.43306  -4.32843  -5.61590  0.114
H  6.92885  -3.93874  -3.06149  0.112
H  -1.77099  -5.16667  0.50728  0.074
H  1.77807  5.49033  4.53488  0.052
H  -5.74738  -4.27999  -3.10267  0.121
H  1.94717  6.12064  1.60160  0.091
H  2.32401  -2.17668  3.25548  0.094
H  0.30869  6.54094  6.32630  0.090
H  -3.20564  3.39487  4.47371  0.092
H  -2.59422  2.24692  3.17601  0.100
H  -6.28854  -1.17934  5.14571  0.127
H  1.90498  -0.43264  3.24810  0.121
H  1.51638  -3.31817  -3.18901  0.075
H  -1.95931  -8.14481  -2.56611  0.073
H  0.65289  -3.37774  0.72252  0.048
H  -5.64427  2.09478  -1.62091  0.035
H  -6.54982  -1.27630  1.35572  0.071
H  7.27954  0.12240  -2.04140  -0.002
H  1.78305  0.47387  -3.80039  0.077
H  -2.41848  4.31401  -5.22447  0.124
H  -6.88180  -3.55512  5.61929  0.109
H  -3.84679  -0.26645  2.43814  0.043
H  -5.37036  -6.95223  -3.24863  0.078
H  -4.07199  0.35601  -3.17487  0.085
H  -6.35917  5.77460  -1.24570  0.087
H  -4.97796  4.16344  -5.71094  0.116
H  -4.05945  -1.47467  -0.12714  0.052
H  1.84861  -0.64287  -5.96897  0.087
H  3.80821  -0.45752  -4.45675  0.056
H  -6.51939  4.55869  -3.74891  0.134
H  6.80733  3.12119  7.92230  0.067
H  2.48547  4.98804  -0.36138  0.079
H  4.63748  -6.19903  -2.47901  0.070
H  3.37439  3.09097  2.33674  0.068
H  -5.39592  3.13535  -0.30742  0.086
H  0.59294  0.97447  6.60320  0.102
H  -3.79472  -4.93432  1.26608  0.054
H  3.81464  4.77526  -7.49777  0.071
H  4.77606  -2.44699  -1.01704  0.029
H  -3.43446  6.29926  -3.28570  0.050
H  -0.66778  -3.47906  1.92733  0.049
H  -1.02007  -4.82564  -4.07561  0.092
H  -0.42971  3.39559  7.33993  0.113
H  -0.21517  -1.47538  -1.53390  0.075
H  -2.17648  -6.87864  0.97545  0.075
H  6.51537  -4.76560  2.13705  0.105
H  2.56605  -1.99145  0.66402  0.102
H  -5.02689  0.56620  3.43790  0.105
H  -3.35391  3.24322  -0.33230  0.079
H  1.18002  1.94445  5.28389  0.089

Properties
E   -5158.5653 a.u.
Kohn-Sham gap   8.2663 eV
Net charge   0
Largest force on an atom   4.54 eV Å⁻¹
Energy above the lowest of the compared OMol25 structures with the same formula, charge and spin   0.0 kJ/mol